1.
85
Properties=species:S:1:pos:R:3 method="wB97M-V/def2-TZVPD" total_charge=-2 de_lowest_kcal_mol=24.32 homo_lumo_gap_ev="4.6 / 4.7" total_energy_ha=-7788.463595 fmax_ha_per_bohr=0.016 multiplicity=2
Ti 0.772 0.943 0.372
O -1.702 -1.753 6.672
N -2.059 -0.608 6.463
O -2.724 0.035 7.252
C -1.675 0.032 5.194
C -1.924 1.356 5.117
C -1.580 2.111 3.961
C -1.867 3.478 3.819
C -1.562 4.087 2.636
C -0.945 3.344 1.619
N -0.618 2.070 1.752
C -0.957 1.457 2.901
C -0.675 0.052 2.992
N -0.081 -0.477 1.906
C 0.104 -1.780 1.863
C -0.299 -2.624 2.894
C -0.861 -2.093 4.025
C -1.056 -0.703 4.112
H -2.399 1.848 5.954
H -2.350 4.013 4.629
H -1.794 5.127 2.453
H -0.659 3.808 0.684
H 0.593 -2.171 0.980
H -0.153 -3.691 2.800
H -1.161 -2.734 4.834
S 3.125 4.599 -4.749
Sb 1.487 5.272 -3.326
S 2.358 2.562 1.200
S 1.376 3.003 -0.586
S -0.529 4.480 -4.055
C 2.296 -1.454 -3.434
P 1.912 0.280 -2.928
C 1.450 0.961 -4.567
C 3.605 0.953 -2.718
H 2.967 -1.490 -4.299
H 1.368 -1.972 -3.685
H 2.757 -1.985 -2.601
H 2.224 0.780 -5.319
H 1.281 2.037 -4.495
H 0.515 0.499 -4.893
H 4.298 0.537 -3.456
H 3.964 0.745 -1.709
H 3.560 2.035 -2.859
C 4.127 -6.684 -0.883
C 3.927 -5.268 -0.414
C 4.495 -4.201 -1.103
C 4.333 -2.897 -0.659
C 3.585 -2.648 0.481
C 3.023 -3.699 1.189
C 3.193 -4.999 0.738
S 3.358 -0.966 1.019
O 2.979 -1.036 2.410
O 4.571 -0.283 0.673
O 2.197 -0.522 0.160
H 4.439 -6.712 -1.927
H 3.209 -7.265 -0.786
H 4.898 -7.186 -0.293
H 5.069 -4.391 -2.003
H 4.783 -2.066 -1.187
H 2.476 -3.486 2.098
H 2.752 -5.821 1.292
N -3.912 -0.231 -5.399
C -3.281 0.002 -4.468
C -2.484 0.289 -3.301
C -2.105 1.584 -3.002
C -1.339 1.801 -1.864
N -0.942 0.815 -1.062
C -1.340 -0.431 -1.352
C -2.100 -0.749 -2.453
H -2.352 2.426 -3.633
H -0.999 2.805 -1.645
H -1.023 -1.209 -0.668
H -2.387 -1.772 -2.648
Se -3.773 -0.364 1.732
C -4.300 1.199 0.794
C -4.576 1.165 -0.579
C -4.905 2.314 -1.284
C -4.981 3.543 -0.641
C -4.739 3.592 0.727
C -4.412 2.442 1.429
H -4.515 0.213 -1.093
H -5.089 2.251 -2.352
H -5.213 4.443 -1.196
H -4.799 4.540 1.252
H -4.231 2.492 2.496

---

2.
76
Properties=species:S:1:pos:R:3 method="wB97M-V/def2-TZVPD" total_charge=+2 de_lowest_kcal_mol=13.55 homo_lumo_gap_ev=4.0 total_energy_ha=-6117.168728 fmax_ha_per_bohr=0.011
Pd 0.490 0.070 -0.478
C -1.986 -2.545 -1.754
C -2.879 -1.342 -1.738
C -3.938 -1.253 -2.634
C -4.771 -0.143 -2.657
C -4.552 0.895 -1.770
C -3.525 0.835 -0.828
C -3.361 1.973 0.147
C -2.704 -0.299 -0.820
N -1.628 -0.314 0.128
C -1.884 -0.431 1.375
C -3.211 -0.849 1.919
C -0.797 -0.046 2.386
C -1.178 -0.024 3.834
N 0.320 0.323 1.910
C 1.322 0.931 2.732
C 1.314 2.326 2.789
C 0.273 3.124 2.053
C 2.291 2.955 3.551
C 3.247 2.214 4.228
C 3.239 0.831 4.144
C 2.279 0.160 3.394
C 2.260 -1.342 3.342
H -2.158 -3.136 -2.652
H -2.167 -3.196 -0.895
H -0.932 -2.265 -1.721
H -4.108 -2.069 -3.325
H -5.593 -0.095 -3.358
H -5.196 1.765 -1.784
H -3.671 2.909 -0.315
H -2.335 2.093 0.494
H -3.996 1.832 1.025
H -3.883 -1.174 1.129
H -3.684 -0.035 2.472
H -3.066 -1.663 2.631
H -1.464 -1.022 4.168
H -2.034 0.630 4.004
H -0.345 0.325 4.440
H 0.176 2.795 1.013
H 0.533 4.181 2.051
H -0.713 3.031 2.515
H 2.297 4.035 3.613
H 4.000 2.715 4.821
H 3.987 0.253 4.670
H 3.190 -1.747 3.734
H 2.128 -1.709 2.326
H 1.445 -1.752 3.946
Br 2.687 0.785 -1.471
C 3.479 -0.938 -1.277
C 4.753 -1.159 -1.690
C 5.298 -2.448 -1.498
C 4.557 -3.428 -0.905
C 3.229 -3.190 -0.468
C 2.464 -4.196 0.166
C 1.195 -3.939 0.589
C 0.618 -2.661 0.397
C 1.328 -1.679 -0.227
C 2.659 -1.905 -0.667
H 5.341 -0.375 -2.147
H 6.310 -2.645 -1.821
H 4.979 -4.414 -0.756
H 2.907 -5.173 0.313
H 0.615 -4.709 1.081
H -0.385 -2.486 0.752
C -1.350 0.158 -4.540
S -0.527 1.398 -5.549
C -0.191 2.787 -4.676
C -0.242 3.047 -3.209
S -0.642 1.962 -2.072
S 0.239 4.659 -2.767
C 0.646 5.273 -4.349
S 1.180 6.737 -4.685
S 0.366 4.077 -5.630
H -1.655 -0.580 -5.282
H -2.223 0.576 -4.047
H -0.669 -0.287 -3.820

---

3.
78
Properties=species:S:1:pos:R:3 method="wB97M-V/def2-TZVPD" total_charge=-1 de_lowest_kcal_mol=30.00 homo_lumo_gap_ev="4.9 / 6.3" total_energy_ha=-5666.808465 fmax_ha_per_bohr=0.072
Pb -0.549 -0.679 1.019
C -3.928 1.884 3.869
C -5.127 2.350 3.185
C -4.784 3.517 2.392
C -3.396 3.753 2.542
C -2.877 2.713 3.401
C -1.462 2.646 3.846
C -2.633 4.992 2.107
C -5.839 4.354 1.799
C -6.484 1.712 3.296
C -3.995 0.787 4.847
H -1.181 3.431 4.574
H -0.788 2.731 2.978
H -1.263 1.655 4.273
H -3.234 5.872 2.054
H -2.279 4.834 1.059
H -1.853 5.206 2.854
H -6.308 5.033 2.511
H -6.601 3.740 1.313
H -5.375 4.981 0.959
H -6.453 0.600 3.315
H -7.034 1.957 2.355
H -7.089 2.073 4.156
H -4.078 -0.172 4.256
H -4.873 0.825 5.551
H -3.088 0.737 5.444
C 2.009 -2.887 -2.502
C 0.916 -2.822 -1.440
N 0.358 -1.648 -1.153
N 0.364 -0.688 -2.127
C -0.692 0.060 -2.170
S -2.177 -0.056 -1.253
S -0.744 1.403 -3.276
C 0.918 2.068 -3.102
C 1.616 1.975 -4.422
C 2.101 3.170 -5.070
C 2.583 3.145 -6.342
C 2.523 1.974 -7.105
C 2.124 0.795 -6.493
C 1.698 0.788 -5.176
C 0.608 -4.045 -0.679
C 1.005 -5.312 -1.231
C 0.712 -6.472 -0.565
C 0.001 -6.455 0.658
C -0.343 -5.300 1.255
C -0.306 -4.025 0.548
O -1.005 -3.043 0.907
H 2.280 -1.881 -2.787
H 1.591 -3.478 -3.343
H 2.878 -3.323 -2.075
H 1.547 1.558 -2.357
H 0.726 3.083 -2.805
H 1.974 4.100 -4.507
H 2.988 4.083 -6.778
H 2.604 1.936 -8.200
H 2.206 -0.181 -6.985
H 1.412 -0.146 -4.745
H 1.454 -5.274 -2.205
H 1.050 -7.388 -1.010
H -0.230 -7.364 1.074
H -0.730 -5.235 2.267
S 2.752 3.223 0.166
C 1.555 2.168 0.455
N 0.649 1.437 0.694
Br 6.079 -4.982 -0.279
C 5.391 -3.417 0.456
C 6.091 -2.214 0.169
C 5.520 -1.029 0.554
C 4.314 -1.028 1.234
C 3.641 -2.237 1.499
C 4.241 -3.419 1.161
C 2.268 -2.192 1.967
O 1.758 -3.166 2.553
O 1.710 -0.984 1.799
H 7.009 -2.260 -0.391
H 6.033 -0.077 0.413
H 3.764 -0.093 1.492
H 3.775 -4.378 1.297